Record 1
The following is a quantum chemistry calculation of the molecule C3H5NO2, from OMol25.

Computed properties:
Total energy ... -322.5404 Eh
ΔE to the lowest compared entry with this formula, charge and spin ... 89.2 kJ/mol
LUMO level ... 0.8 eV
Molecular weight ... 87.1 g/mol
E_HOMO ... -9.773 eV

Atoms and positions in Å:
N: -0.022 1.800 0.477
C: 0.471 0.534 0.537
O: 1.611 0.282 0.894
C: -0.481 -0.571 0.160
C: 0.150 -1.571 -0.832
O: -0.466 -1.616 -1.852
H: -0.906 2.012 0.043
H: 0.621 2.551 0.678
H: -1.446 -0.175 -0.248
H: -0.698 -1.167 1.030
H: 1.166 -2.079 -0.888

Löwdin atomic charge list, values in e, 2 entries: atom 1 (N): 0.163, atom 2 (C): -0.557



Record 2
The following is a quantum chemistry calculation of the molecule C3H5NO2, from OMol25.

Computed properties:
Total energy ... -322.4803 Eh
ΔE to the lowest compared entry with this formula, charge and spin ... 246.9 kJ/mol
LUMO level ... 0.7 eV
Molecular weight ... 87.1 g/mol
E_HOMO ... -10.255 eV

Atoms and positions in Å:
C: 1.074 0.190 1.561
C: 0.439 0.795 0.333
O: 0.626 1.888 -0.120
O: -0.417 -0.120 -0.227
C: -1.278 0.142 -1.284
N: -1.991 -0.821 -1.709
H: 0.302 0.000 2.315
H: 1.528 -0.773 1.308
H: 1.828 0.866 1.968
H: -1.199 0.479 -2.327
H: -1.717 -1.704 -1.299

Löwdin atomic charge list, values in e, 2 entries: atom 1 (C): 0.018, atom 2 (C): -0.506



Record 3
The following is a quantum chemistry calculation of the molecule C3H5NO2, from OMol25.

Computed properties:
Total energy ... -322.5422 Eh
ΔE to the lowest compared entry with this formula, charge and spin ... 84.5 kJ/mol
LUMO level ... 0.9 eV
Molecular weight ... 87.1 g/mol
E_HOMO ... -10.662 eV

Atoms and positions in Å:
C: -1.463 0.239 -0.321
C: -0.520 -0.924 -0.206
O: -0.516 -1.900 -0.887
O: 0.315 -0.876 0.927
C: 1.372 -0.041 0.893
N: 1.681 0.624 -0.134
H: -2.253 0.131 0.430
H: -0.953 1.188 -0.151
H: -1.917 0.224 -1.311
H: 1.881 -0.064 1.860
H: 2.531 1.157 0.034

Löwdin atomic charge list, values in e, 2 entries: atom 1 (C): 0.012, atom 2 (C): -0.490